Version P
C3H9N2 | wB97M-V/def2-TZVPD

Highest occupied orbital energy = -14.88 eV
Frontier orbital gap = 10.5358 eV
Lowest unoccupied orbital energy = -4.35 eV

```
! RIJCOSX wB97M-V def2-TZVPD def2/J DEFGRID3
* xyz 1 1
C 1.1624 -0.9088 0.1003
N 1.8840 -0.9217 -1.0141
H 1.4143 -0.2955 0.9447
H 0.6173 -1.8408 0.3099
H 1.6930 -1.7063 -1.6265
H 1.9461 -0.0546 -1.5377
C -0.3392 1.3904 0.6159
C -1.8976 -0.2301 0.0437
N -0.6570 0.0083 0.1160
H 0.7327 1.5374 0.5449
H -0.5322 1.2840 1.6945
H -0.8824 2.1715 0.0849
H -2.4229 -0.8212 -0.7397
H -2.7185 0.3874 0.4632
*
```

Results of the Löwdin charge analysis, in e, for atoms 1 through 4: number 1, C, carries -0.008; number 2, N, carries 0.125; number 3, H, carries 0.104; number 4, H, carries 0.128

---

Version Q
C3H9N2 | wB97M-V/def2-TZVPD

Highest occupied orbital energy = -15.18 eV
Frontier orbital gap = 6.0838 eV
Lowest unoccupied orbital energy = -9.10 eV

```
! RIJCOSX wB97M-V def2-TZVPD def2/J DEFGRID3
* xyz 1 1
C 1.8120 -0.1954 0.6672
C 0.9937 0.6813 -0.3124
N -1.5500 -0.0441 1.0207
C -1.6333 -0.2895 -0.2486
N 0.1379 -0.2724 -1.0320
H 2.3543 -0.9049 0.0447
H 1.1837 -0.7331 1.3941
H 2.5515 0.4073 1.2093
H 1.6736 1.1384 -1.0464
H 0.4275 1.4284 0.2334
H -1.6037 -1.3276 -0.6101
H -2.3629 0.4826 1.3686
H -2.0547 0.3818 -1.0106
H 0.0401 0.1026 -1.9871
*
```

Results of the Löwdin charge analysis, in e, for atoms 1 through 4: number 1, C, carries -0.071; number 2, C, carries -0.269; number 3, N, carries 0.258; number 4, C, carries -0.104

---

Version R
C3H9N2 | wB97M-V/def2-TZVPD

Highest occupied orbital energy = -12.84 eV
Frontier orbital gap = 7.2925 eV
Lowest unoccupied orbital energy = -5.55 eV

```
! RIJCOSX wB97M-V def2-TZVPD def2/J DEFGRID3
* xyz 1 1
C 0.6900 -1.4266 -0.9240
N 1.1210 -1.6672 0.2587
H 0.1988 -2.2951 -1.3532
H 0.7899 -0.4703 -1.4195
H 1.8514 -1.0544 0.6305
H 0.7603 -2.3910 0.8534
C -1.7529 0.6994 -0.1062
C -0.6859 1.0792 0.5971
N 0.5974 1.4431 0.1136
H -1.9081 0.6991 -1.1753
H -2.6004 0.4089 0.4998
H -0.7646 0.9983 1.6757
H 0.5759 2.2000 -0.5588
H 1.1271 1.7765 0.9080
*
```

Results of the Löwdin charge analysis, in e, for atoms 1 through 4: number 1, C, carries 0.150; number 2, N, carries 0.196; number 3, H, carries 0.128; number 4, H, carries 0.106

---

Of them, the most stable is version R and the least stable is version Q.

---

Version P
C3H9N2 | wB97M-V/def2-TZVPD

Highest occupied orbital energy = -14.54 eV
Frontier orbital gap = 10.9708 eV
Lowest unoccupied orbital energy = -3.57 eV
SMILES = C=C[NH2+]CN

```
! RIJCOSX wB97M-V def2-TZVPD def2/J DEFGRID3
* xyz 1 1
C 1.4986 -1.5986 0.1868
C 1.5332 -0.2986 -0.0893
N 0.3550 0.4763 -0.5109
C -0.9789 0.0911 0.1869
N -1.8075 1.2420 0.1092
H 0.5914 -2.1733 0.3108
H 2.4678 -2.0551 0.3392
H 2.3381 0.3584 0.2099
H 0.1594 0.4854 -1.5096
H 0.4917 1.4382 -0.1976
H -0.6995 -0.2556 1.1735
H -1.3571 -0.7085 -0.4537
H -2.3965 1.3693 -0.6991
H -2.1958 1.6289 0.9440
*
```

Results of the Löwdin charge analysis, in e, for atoms 1 through 4: number 1, C, carries 0.091; number 2, C, carries -0.124; number 3, N, carries 0.055; number 4, C, carries -0.182

---

Version Q
C3H9N2 | wB97M-V/def2-TZVPD

Highest occupied orbital energy = -15.31 eV
Frontier orbital gap = 11.2937 eV
Lowest unoccupied orbital energy = -4.02 eV
SMILES = CC/[NH+]=C/N

```
! RIJCOSX wB97M-V def2-TZVPD def2/J DEFGRID3
* xyz 1 1
C -0.6345 0.2225 -1.7484
C -1.0245 -0.6817 -0.5472
N -0.0324 -0.5604 0.5161
C 0.6311 0.5041 0.9117
N 1.6000 0.3678 1.8252
H -0.8807 1.2799 -1.5252
H 0.4997 0.3734 -1.6975
H -1.0466 -0.0414 -2.7276
H -2.0302 -0.3560 -0.2101
H -1.2488 -1.7394 -0.7745
H 0.3520 -1.4237 0.9077
H 0.2968 1.5205 0.6283
H 1.6592 -0.6269 2.0549
H 1.8588 1.1614 2.3867
*
```

Results of the Löwdin charge analysis, in e, for atoms 1 through 4: number 1, C, carries -0.071; number 2, C, carries -0.193; number 3, N, carries 0.046; number 4, C, carries -0.118

---

Version R
C3H9N2 | wB97M-V/def2-TZVPD

Highest occupied orbital energy = -12.99 eV
Frontier orbital gap = 6.3758 eV
Lowest unoccupied orbital energy = -6.61 eV

```
! RIJCOSX wB97M-V def2-TZVPD def2/J DEFGRID3
* xyz 1 1
C -2.2861 0.8426 0.1298
N -1.5803 -0.0869 0.6891
H -2.1793 1.9071 0.3268
H -2.8702 0.5798 -0.7446
H -1.3436 0.1877 1.6392
H -0.7696 -0.4917 0.1972
C 1.4571 -0.7871 0.8290
C 1.6040 0.0787 -0.1580
N 0.8551 -0.1123 -1.3591
H 0.8432 -1.6820 0.7580
H 1.9650 -0.7589 1.7843
H 2.3085 0.8874 -0.2904
H 0.8655 -1.0672 -1.6877
H 1.1308 0.5027 -2.1135
*
```

Results of the Löwdin charge analysis, in e, for atoms 1 through 4: number 1, C, carries 0.186; number 2, N, carries 0.168; number 3, H, carries 0.136; number 4, H, carries 0.121

---

Of them, the most stable is version Q and the least stable is version R.

---

Version P
C3H9N2 | wB97M-V/def2-TZVPD

Highest occupied orbital energy = -12.93 eV
Frontier orbital gap = 9.1604 eV
Lowest unoccupied orbital energy = -3.77 eV
SMILES = CN/C=C/[NH3+]

```
! RIJCOSX wB97M-V def2-TZVPD def2/J DEFGRID3
* xyz 1 1
C 2.4200 0.4088 0.0420
N 1.4629 -0.5238 -0.4012
C -0.0231 -0.2000 -0.1672
C -1.3940 -0.5959 -0.2604
N -2.4387 0.0810 0.3640
H 2.2297 0.4627 1.1621
H 3.3796 -0.1409 -0.1724
H 2.4775 1.3301 -0.6462
H 1.7779 -0.9681 -1.2716
H -0.0885 0.7578 0.4179
H -1.6768 -1.4848 -0.8185
H -2.9645 0.8484 -0.1745
H -2.0358 0.5722 1.1215
H -3.1262 -0.5475 0.8046
*
```

Results of the Löwdin charge analysis, in e, for atoms 1 through 4: number 1, C, carries -0.158; number 2, N, carries -0.103; number 3, C, carries 0.020; number 4, C, carries -0.152

---

Version Q
C3H9N2 | wB97M-V/def2-TZVPD

Highest occupied orbital energy = -14.15 eV
Frontier orbital gap = 10.3779 eV
Lowest unoccupied orbital energy = -3.77 eV
SMILES = NC1([NH3+])CC1

```
! RIJCOSX wB97M-V def2-TZVPD def2/J DEFGRID3
* xyz 1 1
N -1.3090 -0.4411 0.8433
C -0.1040 -0.1851 0.1455
N 0.0887 -1.0324 -1.0813
C 1.1165 0.5314 0.6607
C 0.1585 1.3428 -0.1635
H -1.7740 0.3569 1.2862
H -1.2179 -1.2031 1.5181
H 0.6650 -0.4443 -1.7828
H -0.8735 -1.0452 -1.5525
H 0.5648 -1.9164 -1.0228
H 2.0090 0.1600 0.2928
H 1.0025 0.6715 1.7601
H -0.6510 1.8736 0.2687
H 0.3245 1.3315 -1.1725
*
```

Results of the Löwdin charge analysis, in e, for atoms 1 through 4: number 1, N, carries 0.095; number 2, C, carries -0.508; number 3, N, carries 0.239; number 4, C, carries -0.027

---

Version R
C3H9N2 | wB97M-V/def2-TZVPD

Highest occupied orbital energy = -12.65 eV
Frontier orbital gap = 9.1746 eV
Lowest unoccupied orbital energy = -3.48 eV
SMILES = C/C([NH3+])=C\N

```
! RIJCOSX wB97M-V def2-TZVPD def2/J DEFGRID3
* xyz 1 1
C -0.4190 -1.5918 -0.0783
C 0.0080 -0.1683 0.1523
N 0.4303 0.0935 1.5865
C -0.1506 0.9928 -0.5275
N -0.0043 1.1905 -1.8460
H 0.3136 -2.1332 -0.6791
H -0.5024 -2.1572 0.8451
H -1.3899 -1.5769 -0.5669
H -0.2525 -0.1012 2.3209
H 1.3560 -0.3058 1.7559
H 0.5918 1.1019 1.6526
H -0.4697 1.8664 0.0244
H 0.5714 0.6491 -2.4684
H -0.0827 2.1401 -2.1716
*
```

Results of the Löwdin charge analysis, in e, for atoms 1 through 4: number 1, C, carries -0.030; number 2, C, carries -0.261; number 3, N, carries 0.198; number 4, C, carries -0.158

---

Of them, the most stable is version R and the least stable is version P.

---

Version P
C3H9N2 | wB97M-V/def2-TZVPD

Highest occupied orbital energy = -12.98 eV
Frontier orbital gap = 7.6904 eV
Lowest unoccupied orbital energy = -5.29 eV

```
! RIJCOSX wB97M-V def2-TZVPD def2/J DEFGRID3
* xyz 1 1
C -0.1843 -0.4302 1.8789
N 0.1276 0.8155 1.6668
H 0.3920 -1.3380 1.7694
H -1.3392 -0.6839 2.0733
H -0.6279 1.4986 1.6328
H 1.0651 1.0833 1.3957
C 0.3242 -1.1858 -0.6686
C 0.5303 -0.1274 -1.4736
N -0.4013 1.0101 -1.5620
H -0.7153 -1.2358 -0.1743
H 0.8582 -2.0859 -0.6310
H 1.4170 0.1144 -1.9836
H -1.2831 0.6257 -1.8924
H -0.1632 1.9395 -2.0314
*
```

Results of the Löwdin charge analysis, in e, for atoms 1 through 4: number 1, C, carries 0.091; number 2, N, carries 0.176; number 3, H, carries 0.098; number 4, H, carries 0.178

---

Version Q
C3H9N2 | wB97M-V/def2-TZVPD

Highest occupied orbital energy = -14.10 eV
Frontier orbital gap = 8.7250 eV
Lowest unoccupied orbital energy = -5.37 eV
SMILES = C=[NH+]CNC

```
! RIJCOSX wB97M-V def2-TZVPD def2/J DEFGRID3
* xyz 1 1
C 2.5869 -0.0809 -0.0676
N 1.3082 -0.1108 0.2009
C 0.1139 0.8280 -0.1878
N -1.1448 0.5331 0.3913
C -1.9777 -0.5576 -0.0502
H 3.0321 0.8160 -0.4543
H 3.2909 -0.8181 0.4188
H 0.9052 -0.7991 0.8239
H 0.5788 1.7182 0.2168
H 0.1092 0.8509 -1.2873
H -1.2569 0.7190 1.3619
H -2.8815 -0.1958 0.2062
H -1.9957 -0.3317 -1.0873
H -1.8037 -1.6678 0.1535
*
```

Results of the Löwdin charge analysis, in e, for atoms 1 through 4: number 1, C, carries 0.182; number 2, N, carries 0.068; number 3, C, carries -0.138; number 4, N, carries -0.092

---

Of them, the most stable is version Q and the least stable is version P.